1.
C23H20AuN3O7S2 | wB97M-V/def2-TZVPD

Summary:
LUMO level: -2.25 eV
F_max: 2.893 eV/Å
Total energy: -2511.44244 Eh
2S+1: 1
Frontier orbital gap: 6.047 eV

Geometry (Å):
Au (-1.17, 0.60, 0.18)
O (-5.22, 0.58, -0.26)
C (-4.05, 0.33, -0.12)
O (-3.07, 1.09, -0.51)
C (-3.64, -0.98, 0.52)
C (-4.60, -1.88, 0.94)
C (-4.19, -3.07, 1.51)
C (-2.83, -3.31, 1.66)
C (-1.92, -2.36, 1.24)
N (-2.33, -1.23, 0.66)
H (-5.63, -1.61, 0.79)
H (-4.92, -3.80, 1.85)
H (-2.48, -4.23, 2.11)
H (-0.86, -2.48, 1.37)
C (2.77, -4.75, -3.63)
C (2.49, -3.76, -2.54)
C (1.19, -3.31, -2.30)
C (0.93, -2.41, -1.28)
C (1.97, -1.95, -0.49)
C (3.27, -2.37, -0.72)
C (3.52, -3.27, -1.74)
S (1.61, -0.90, 0.91)
O (2.84, -0.57, 1.55)
O (0.58, -1.55, 1.65)
N (0.91, 0.41, 0.18)
C (1.59, 1.55, -0.22)
C (2.96, 1.73, -0.32)
C (3.50, 2.95, -0.74)
C (2.71, 4.01, -1.08)
C (1.32, 3.87, -1.04)
C (0.41, 4.89, -1.38)
C (-0.94, 4.67, -1.32)
C (-1.41, 3.40, -0.94)
N (-0.57, 2.45, -0.64)
C (0.77, 2.63, -0.64)
H (1.91, -5.41, -3.78)
H (3.63, -5.36, -3.39)
H (2.97, -4.24, -4.58)
H (0.38, -3.68, -2.92)
H (-0.08, -2.07, -1.09)
H (4.06, -2.00, -0.08)
H (4.54, -3.60, -1.92)
H (3.63, 0.93, -0.04)
H (4.58, 3.04, -0.79)
H (3.15, 4.96, -1.38)
H (0.80, 5.85, -1.69)
H (-1.66, 5.44, -1.56)
H (-2.46, 3.15, -0.89)
C (-1.76, 2.42, 4.42)
S (-0.95, 2.03, 2.86)
O (-1.08, 3.20, 2.02)
O (0.41, 1.63, 3.14)
O (-1.81, 0.90, 2.39)
H (-1.12, 3.07, 5.01)
H (-1.94, 1.47, 4.93)
H (-2.70, 2.90, 4.16)

Here are the Mulliken charges for atoms 1 to 5, given in e:
1. Au 1.354
2. O -0.659
3. C 0.188
4. O -0.665
5. C 0.654

***

2.
C23H20BBrCl48FO3 | wB97M-V/def2-TZVPD

Summary:
LUMO level: 0.84 eV
F_max: 1.132 eV/Å
Total energy: -25902.02580 Eh
2S+1: 1
Total charge: -1
Frontier orbital gap: 5.323 eV

Geometry (Å):
C (-1.72, 2.33, -1.22)
C (-2.90, 1.44, -1.63)
C (-3.05, 1.23, -3.15)
C (-3.07, 2.52, -3.95)
C (-4.27, 0.33, -3.55)
O (-5.30, 1.06, -4.18)
B (-6.44, 1.24, -3.23)
C (-6.99, 2.78, -3.03)
C (-7.05, 3.27, -1.58)
C (-5.72, 3.78, -1.05)
F (-5.32, 3.15, 0.14)
O (-5.92, 0.66, -1.96)
C (-5.01, -0.34, -2.38)
C (-5.78, -1.60, -2.81)
C (-5.18, -2.93, -2.54)
O (-5.13, -3.85, -3.29)
Br (-4.45, -3.23, -0.73)
H (-1.86, 3.36, -1.55)
H (-0.77, 1.94, -1.58)
H (-1.67, 2.36, -0.13)
H (-3.83, 1.84, -1.24)
H (-2.73, 0.45, -1.20)
H (-2.16, 0.67, -3.47)
H (-2.35, 3.25, -3.56)
H (-2.79, 2.36, -5.00)
H (-4.06, 2.98, -3.94)
H (-3.94, -0.43, -4.28)
H (-7.40, 0.56, -3.66)
H (-6.42, 3.48, -3.66)
H (-8.02, 2.80, -3.42)
H (-7.77, 4.10, -1.53)
H (-7.43, 2.50, -0.90)
H (-4.92, 3.66, -1.79)
H (-5.78, 4.85, -0.81)
H (-4.44, -0.59, -1.49)
H (-6.08, -1.59, -3.86)
H (-6.71, -1.55, -2.23)
C (-2.06, -3.91, 2.96)
Cl (-1.63, -2.22, 2.66)
Cl (-3.69, -4.21, 2.37)
Cl (-0.92, -4.97, 2.13)
Cl (-1.99, -4.22, 4.70)
C (-0.20, -2.70, -2.46)
Cl (0.24, -1.00, -2.68)
Cl (-1.78, -2.99, -3.19)
Cl (1.02, -3.70, -3.26)
Cl (-0.25, -3.09, -0.74)
C (1.21, -2.18, 7.44)
Cl (0.81, -0.60, 8.15)
Cl (0.29, -2.39, 5.96)
Cl (2.93, -2.28, 7.09)
Cl (0.77, -3.45, 8.59)
C (5.31, 0.57, 9.38)
Cl (5.73, 2.24, 9.01)
Cl (3.66, 0.23, 8.87)
Cl (6.41, -0.51, 8.51)
Cl (5.46, 0.30, 11.12)
C (3.95, -5.63, -0.82)
Cl (2.70, -5.53, 0.42)
Cl (3.34, -6.54, -2.21)
Cl (4.38, -4.00, -1.35)
Cl (5.38, -6.44, -0.18)
C (-9.01, 7.34, -3.05)
Cl (-9.23, 8.61, -4.27)
Cl (-7.51, 6.48, -3.35)
Cl (-8.95, 8.09, -1.44)
Cl (-10.36, 6.22, -3.12)
C (9.58, -0.71, 11.84)
Cl (8.55, -0.88, 13.27)
Cl (11.18, -0.16, 12.35)
Cl (9.73, -2.27, 11.04)
Cl (8.87, 0.46, 10.73)
C (2.34, 2.61, -4.81)
Cl (3.52, 3.43, -3.78)
Cl (3.19, 1.67, -6.04)
Cl (1.34, 1.54, -3.84)
Cl (1.31, 3.82, -5.59)
C (2.63, -3.89, -7.16)
Cl (1.66, -2.47, -6.77)
Cl (2.95, -4.81, -5.68)
Cl (1.76, -4.91, -8.31)
Cl (4.17, -3.38, -7.87)
C (-2.08, 5.61, -7.18)
Cl (-1.62, 4.02, -7.78)
Cl (-0.70, 6.37, -6.37)
Cl (-2.57, 6.63, -8.54)
Cl (-3.42, 5.46, -6.05)
C (14.81, -0.77, 14.97)
Cl (15.81, -2.14, 15.45)
Cl (13.12, -1.25, 14.95)
Cl (15.04, 0.55, 16.12)
Cl (15.28, -0.23, 13.35)
C (8.40, -6.13, -3.22)
Cl (8.51, -6.01, -1.46)
Cl (6.85, -5.49, -3.77)
Cl (9.72, -5.21, -3.96)
Cl (8.53, -7.83, -3.70)

Here are the Mulliken charges for atoms 1 to 5, given in e:
1. C -1.577
2. C -0.555
3. C 0.975
4. C -1.150
5. C -0.167

***

3.
C23H20BF6N4O6S | wB97M-V/def2-TZVPD

Summary:
LUMO level: -0.07 eV
F_max: 3.253 eV/Å
Total energy: -2581.05902 Eh
2S+1: 1
Total charge: -1
Frontier orbital gap: 4.692 eV

Geometry (Å):
C (2.38, -0.82, -5.75)
C (1.66, -0.27, -4.58)
C (0.67, 0.69, -4.61)
C (0.12, 0.97, -3.32)
C (0.69, 0.21, -2.31)
B (0.21, 0.20, -0.73)
C (-1.14, -0.74, -0.90)
C (-1.04, -2.10, -0.73)
C (-2.21, -2.86, -0.73)
C (-2.08, -4.35, -0.51)
F (-3.14, -5.06, -0.98)
F (-0.95, -4.84, -1.12)
F (-1.96, -4.65, 0.83)
C (-3.46, -2.28, -0.96)
C (-3.51, -0.90, -1.14)
C (-4.81, -0.20, -1.43)
F (-4.94, 0.92, -0.64)
F (-4.85, 0.24, -2.73)
F (-5.90, -0.98, -1.22)
C (-2.35, -0.13, -1.14)
O (1.18, -0.47, 0.07)
C (2.30, 0.27, 0.51)
C (2.29, 1.78, 0.14)
C (3.15, 2.50, 1.17)
C (2.90, 2.01, -1.22)
C (0.84, 2.36, 0.21)
O (-0.17, 1.51, -0.31)
S (1.91, -0.86, -2.95)
H (2.04, -0.27, -6.64)
H (3.46, -0.70, -5.64)
H (2.14, -1.88, -5.88)
H (0.35, 1.15, -5.55)
H (-0.70, 1.65, -3.15)
H (-0.08, -2.58, -0.55)
H (-4.36, -2.88, -0.99)
H (-2.41, 0.95, -1.27)
H (2.33, 0.14, 1.61)
H (3.19, -0.23, 0.09)
H (3.20, 3.58, 0.97)
H (2.71, 2.37, 2.17)
H (4.17, 2.09, 1.17)
H (2.86, 3.08, -1.49)
H (3.94, 1.66, -1.23)
H (2.36, 1.46, -1.99)
H (0.58, 2.57, 1.27)
H (0.79, 3.30, -0.37)
O (0.88, 3.14, 3.38)
N (0.93, 2.39, 4.38)
C (0.64, 0.98, 4.27)
C (-0.22, 0.48, 3.27)
C (-0.89, -0.66, 3.69)
N (-2.19, -1.05, 3.41)
O (-3.03, -0.65, 2.63)
O (-2.51, -2.09, 4.35)
N (-1.46, -2.30, 5.24)
C (-0.51, -1.38, 4.88)
N (0.45, -0.97, 5.70)
C (1.02, 0.18, 5.40)
O (1.21, 2.82, 5.53)
H (-0.49, 0.98, 2.35)
H (1.82, 0.54, 6.07)

Here are the Mulliken charges for atoms 1 to 5, given in e:
1. C -1.291
2. C 0.721
3. C -0.758
4. C -0.985
5. C 0.015

***

Q: What is the total energy in the third record?
A: -2581.05902 Eh

***

Copy entry 1 word for word.
C23H20AuN3O7S2 | wB97M-V/def2-TZVPD

Summary:
LUMO level: -2.25 eV
F_max: 2.893 eV/Å
Total energy: -2511.44244 Eh
2S+1: 1
Frontier orbital gap: 6.047 eV

Geometry (Å):
Au (-1.17, 0.60, 0.18)
O (-5.22, 0.58, -0.26)
C (-4.05, 0.33, -0.12)
O (-3.07, 1.09, -0.51)
C (-3.64, -0.98, 0.52)
C (-4.60, -1.88, 0.94)
C (-4.19, -3.07, 1.51)
C (-2.83, -3.31, 1.66)
C (-1.92, -2.36, 1.24)
N (-2.33, -1.23, 0.66)
H (-5.63, -1.61, 0.79)
H (-4.92, -3.80, 1.85)
H (-2.48, -4.23, 2.11)
H (-0.86, -2.48, 1.37)
C (2.77, -4.75, -3.63)
C (2.49, -3.76, -2.54)
C (1.19, -3.31, -2.30)
C (0.93, -2.41, -1.28)
C (1.97, -1.95, -0.49)
C (3.27, -2.37, -0.72)
C (3.52, -3.27, -1.74)
S (1.61, -0.90, 0.91)
O (2.84, -0.57, 1.55)
O (0.58, -1.55, 1.65)
N (0.91, 0.41, 0.18)
C (1.59, 1.55, -0.22)
C (2.96, 1.73, -0.32)
C (3.50, 2.95, -0.74)
C (2.71, 4.01, -1.08)
C (1.32, 3.87, -1.04)
C (0.41, 4.89, -1.38)
C (-0.94, 4.67, -1.32)
C (-1.41, 3.40, -0.94)
N (-0.57, 2.45, -0.64)
C (0.77, 2.63, -0.64)
H (1.91, -5.41, -3.78)
H (3.63, -5.36, -3.39)
H (2.97, -4.24, -4.58)
H (0.38, -3.68, -2.92)
H (-0.08, -2.07, -1.09)
H (4.06, -2.00, -0.08)
H (4.54, -3.60, -1.92)
H (3.63, 0.93, -0.04)
H (4.58, 3.04, -0.79)
H (3.15, 4.96, -1.38)
H (0.80, 5.85, -1.69)
H (-1.66, 5.44, -1.56)
H (-2.46, 3.15, -0.89)
C (-1.76, 2.42, 4.42)
S (-0.95, 2.03, 2.86)
O (-1.08, 3.20, 2.02)
O (0.41, 1.63, 3.14)
O (-1.81, 0.90, 2.39)
H (-1.12, 3.07, 5.01)
H (-1.94, 1.47, 4.93)
H (-2.70, 2.90, 4.16)

Here are the Mulliken charges for atoms 1 to 5, given in e:
1. Au 1.354
2. O -0.659
3. C 0.188
4. O -0.665
5. C 0.654